a | DFT (ωB97M-V/def2-TZVPD) results for a single C6H14N2 molecule.

Last column: Mulliken charge in e.
Geometry (Å):
H1 0.627 2.009 1.423  0.28
C1 0.264 1.292 -0.599  -0.55
H2 -2.245 0.464 -0.860  0.35
C2 2.390 -1.159 -0.476  -1.08
H3 -0.920 2.591 0.741  0.28
H4 -2.003 0.462 0.853  0.34
H5 0.674 3.235 0.169  0.42
H6 -3.379 -1.505 0.042  0.41
H7 2.732 -2.222 -0.432  0.34
H8 1.783 -1.031 -1.378  0.33
N1 -0.287 -0.026 -0.274  0.31
H9 -1.976 -2.052 0.906  0.30
H10 -0.217 1.541 -1.568  0.44
C3 -1.742 -0.084 -0.053  -0.32
H11 1.346 1.142 -0.859  0.23
C4 1.531 -0.991 0.734  0.03
N2 0.329 -0.552 0.896  -0.69
C5 -2.294 -1.501 -0.004  -1.27
H12 1.924 -1.397 1.640  0.45
H13 -1.946 -2.092 -0.902  0.28
C6 0.133 2.342 0.470  -1.12
H14 3.276 -0.466 -0.469  0.25

## Properties
SMILES string: C/C=N\N(CC)CC
lowest unoccupied orbital energy: 1.1 eV
Kohn-Sham gap: 9.17 eV
molecular weight: 114.2 g/mol

b | DFT (ωB97M-V/def2-TZVPD) results for a single C6H14N2 molecule.

Last column: Mulliken charge in e.
Geometry (Å):
C1 -1.418 -0.659 0.450  -0.80
N1 2.062 -0.444 -0.974  -0.35
H1 -0.841 -0.170 -2.067  0.27
H2 -1.148 -1.091 1.416  0.34
H3 4.003 0.059 -1.036  0.28
H4 -2.452 0.985 1.410  0.28
C2 0.268 1.212 0.733  -1.97
C3 -2.618 0.266 0.612  -1.31
H5 -2.790 0.806 -0.315  0.34
H6 -0.463 2.012 0.687  0.45
N2 -0.547 0.581 -1.451  -0.71
H7 -3.506 -0.314 0.855  0.41
H8 0.601 -1.854 -0.825  0.44
C4 -0.189 0.047 -0.148  1.54
H9 -1.695 -1.482 -0.214  0.42
H10 0.386 0.889 1.765  0.34
H11 1.249 -1.342 0.760  0.45
H12 3.446 -0.740 0.545  0.27
H13 1.220 1.598 0.375  0.48
C5 3.200 -0.377 -0.459  -0.38
C6 0.964 -0.997 -0.248  -1.11
H14 0.269 1.015 -1.870  0.32

## Properties
SMILES string: C=NC[C@@](C)(N)CC
lowest unoccupied orbital energy: 1.0 eV
Kohn-Sham gap: 10.14 eV
molecular weight: 114.2 g/mol

c | DFT (ωB97M-V/def2-TZVPD) results for a molecular structure, C6H14N2.

Last column: Mulliken charge in e.
Geometry (Å):
H1 1.615 -1.577 -1.478  0.28
H2 0.014 1.918 1.310  0.30
C1 2.114 1.015 0.139  -1.01
C2 1.290 -0.243 0.126  1.00
H3 2.880 0.723 -0.767  0.29
H4 -3.268 -0.581 -0.477  0.25
N1 -0.643 1.722 -0.739  -0.72
C3 -0.632 1.092 0.707  -0.99
H5 -1.624 1.099 1.352  0.37
H6 -1.768 -1.402 -1.368  0.27
C4 1.569 -1.484 -0.372  -1.45
H7 -1.505 1.309 -1.077  0.35
H8 2.353 1.525 1.182  0.25
H9 1.343 1.628 -0.602  0.38
H10 0.958 -2.331 -0.094  0.35
C5 0.001 -0.191 0.570  0.67
N2 -2.103 -0.460 -0.467  -0.68
H11 -1.790 -0.914 1.437  0.42
H12 -1.206 -2.362 0.603  0.29
H13 2.771 -2.027 -0.096  0.23
C6 -1.233 -1.153 0.607  -1.08
H14 -1.138 2.695 -0.495  0.23

## Properties
lowest unoccupied orbital energy: 0.6 eV
Kohn-Sham gap: 8.82 eV
molecular weight: 114.2 g/mol

d | DFT (ωB97M-V/def2-TZVPD) results for a single C6H14N2 molecule.

Last column: Mulliken charge in e.
Geometry (Å):
H1 -0.788 0.503 -3.130  0.22
C1 0.990 -0.310 0.922  -0.58
H2 1.669 0.682 -0.890  0.43
H3 0.865 0.417 -3.069  0.20
C2 -0.080 -0.432 -1.368  0.50
H4 -0.938 -0.014 -0.829  0.21
C3 -0.507 -1.875 -1.732  -1.40
C4 1.256 -0.279 -0.606  -0.83
H5 -1.408 -1.944 -2.334  0.38
H6 1.865 -1.145 -0.877  0.30
H7 1.936 -0.360 1.459  0.33
H8 0.311 -1.148 1.128  0.23
C5 -0.543 0.809 2.485  -0.20
C6 0.153 0.895 1.360  -0.31
H9 -2.054 1.903 3.233  0.24
H10 0.284 -2.430 -2.238  0.32
N1 -1.033 1.959 3.204  -0.61
H11 -0.755 -0.083 3.056  0.38
H12 -0.768 -2.262 -0.739  0.34
H13 0.430 1.782 0.797  0.26
H14 -0.903 2.820 2.677  0.27
N2 0.017 0.511 -2.509  -0.65

## Properties
SMILES string: C[C@H](N)CC/C=C/N
lowest unoccupied orbital energy: 1.2 eV
Kohn-Sham gap: 9.68 eV
molecular weight: 114.2 g/mol

Relative stability in kcal/mol, measured from the most stable structure: a 26.2; b 0.0; c 158.8; d 14.4

a | DFT (ωB97M-V/def2-TZVPD) results for a single C6H14N2 molecule.

Last column: Mulliken charge in e.
Geometry (Å):
H1 -1.437 -1.366 1.181  0.24
H2 1.450 -0.871 0.723  0.62
H3 0.774 1.876 -1.714  0.45
C1 1.021 1.054 -1.059  -0.71
H4 -1.513 0.313 2.299  0.20
C2 1.451 -0.061 -2.011  -1.21
H5 2.096 -0.735 -1.553  0.35
H6 -2.223 0.390 0.009  0.39
H7 -1.912 1.306 -1.389  0.33
H8 -0.068 -2.283 2.137  0.26
H9 -0.300 -2.311 0.259  0.34
C3 0.514 -0.651 1.108  -0.45
C4 -1.486 0.486 -0.736  -1.23
H10 2.040 0.392 -2.779  0.38
N1 -0.815 1.024 2.243  -0.45
N2 0.232 0.716 1.310  -0.10
H11 -0.476 1.564 3.104  0.20
H12 0.691 -0.673 -2.433  0.32
H13 1.864 1.220 -0.428  0.34
H14 -1.348 -0.476 -1.277  0.21
C5 -0.167 0.851 -0.134  0.52
C6 -0.388 -1.765 1.140  -1.04

## Properties
lowest unoccupied orbital energy: 1.0 eV
Kohn-Sham gap: 7.81 eV
molecular weight: 114.2 g/mol

b | DFT (ωB97M-V/def2-TZVPD) results for a molecular structure, C6H14N2.

Last column: Mulliken charge in e.
Geometry (Å):
C1 -0.770 0.392 1.390  -1.17
H1 0.244 -2.021 4.256  0.36
H2 -1.249 0.080 4.676  0.29
C2 0.140 -1.190 3.621  -0.80
H3 0.274 -1.346 2.585  -0.64
H4 1.716 -1.251 -2.229  0.21
H5 -0.663 -0.695 -2.805  0.21
H6 1.295 0.766 -1.775  0.18
N1 1.351 -1.236 -3.148  -0.54
H7 0.545 2.138 -3.419  0.31
H8 -0.872 -0.596 0.901  0.35
H9 -0.097 -0.235 -4.387  0.36
C3 0.489 1.162 -2.823  -0.17
H10 -1.092 1.210 0.749  0.34
H11 0.263 -2.155 1.854  0.61
N2 0.347 1.304 -1.484  -0.48
H12 2.057 -1.361 -3.821  0.18
H13 -2.125 1.292 3.060  0.35
C4 -1.314 0.647 2.701  -0.17
C5 0.190 -0.282 -3.372  -0.27
H14 0.302 0.586 1.382  0.40
C6 -0.816 -0.210 3.715  0.09

## Properties
lowest unoccupied orbital energy: -0.9 eV
Kohn-Sham gap: 6.28 eV
molecular weight: 114.2 g/mol

Relative stability in kcal/mol, measured from the most stable structure: a 0.0; b 131.2

a | DFT (ωB97M-V/def2-TZVPD) results for 2 unconnected molecules or ions with the total composition C2H2BrNO3.

Last column: Mulliken charge in e.
Geometry (Å):
O1 -1.169 0.258 -1.844  -0.52
N1 -0.915 -0.370 -0.817  0.39
O2 1.137 2.598 1.130  -0.28
H1 0.051 -1.822 0.308  0.29
C1 1.429 1.527 1.273  0.70
C2 -0.298 -1.461 -0.622  -0.31
O3 1.499 0.378 1.465  -0.40
H2 -0.084 -1.861 -1.676  0.26
Br1 -1.650 0.754 0.782  -0.12

## Properties
SMILES string: C=[N+]([O-])Br.O=C=O
lowest unoccupied orbital energy: -1.2 eV
Kohn-Sham gap: 8.87 eV
molecular weight: 167.9 g/mol

b | DFT (ωB97M-V/def2-TZVPD) results for 2 unconnected molecules or ions with the total composition C2H2BrNO3.

Last column: Mulliken charge in e.
Geometry (Å):
Br1 -1.790 0.656 2.632  -0.08
C1 0.017 2.301 -2.079  0.67
H1 -1.526 0.578 -0.301  0.23
O1 0.323 -1.012 1.877  -0.50
H2 -0.053 -0.548 -0.771  0.31
O2 0.564 2.676 -1.141  -0.32
N1 -0.544 -0.362 1.259  0.27
C2 -0.686 -0.065 0.004  -0.24
O3 -0.567 1.703 -2.863  -0.34

## Properties
SMILES string: C=[N+]([O-])Br.O=C=O
lowest unoccupied orbital energy: -1.5 eV
Kohn-Sham gap: 8.63 eV
molecular weight: 167.9 g/mol

Relative stability in kcal/mol, measured from the most stable structure: a 3.3; b 0.0

a | DFT (ωB97M-V/def2-TZVPD) results for a single C3H4S2 molecule.

Last column: Mulliken charge in e.
Geometry (Å):
H1 0.736 -2.451 0.333  0.35
H2 0.105 1.393 -1.023  0.35
H3 -1.455 1.467 -0.030  0.31
H4 0.063 1.728 0.928  0.29
S1 2.369 -0.613 -0.291  -0.13
C1 0.796 -1.303 0.322  -0.29
C2 -0.276 1.169 -0.060  -0.96
S2 -1.954 -0.983 -0.272  -0.18
C3 -0.382 -0.406 0.094  0.27

## Properties
SMILES string: CC(=S)C=S
lowest unoccupied orbital energy: -2.5 eV
Kohn-Sham gap: 6.53 eV
molecular weight: 104.2 g/mol

b | DFT (ωB97M-V/def2-TZVPD) results for a single C3H4S2 molecule.

Last column: Mulliken charge in e.
Geometry (Å):
C1 0.617 0.530 0.980  -0.48
C2 -0.262 0.050 -1.209  -0.35
S1 -0.750 -0.454 1.313  -0.12
H1 -0.136 -0.087 -2.373  0.30
H2 -1.258 -1.672 -0.561  0.32
C3 -1.054 -0.682 -0.242  -0.14
H3 1.390 -0.245 0.648  0.30
H4 1.058 0.995 2.053  0.29
S2 0.395 1.565 -0.610  -0.12

## Properties
SMILES string: C1=CSCS1
lowest unoccupied orbital energy: 0.4 eV
Kohn-Sham gap: 8.10 eV
molecular weight: 104.2 g/mol

c | DFT (ωB97M-V/def2-TZVPD) results for a single C3H4S2 molecule.

Last column: Mulliken charge in e.
Geometry (Å):
C1 -0.312 1.003 -0.519  -0.32
S1 -0.765 0.877 -2.102  -0.18
S2 2.045 -0.884 1.310  -0.19
H1 0.133 2.003 -0.401  0.33
H2 0.872 -1.497 -0.579  0.30
H3 -0.736 0.142 1.477  0.31
C2 -0.573 -0.102 0.459  -0.20
H4 -1.412 -0.686 0.027  0.24
C3 0.747 -0.855 0.328  -0.29

## Properties
SMILES string: S=CCC=S
lowest unoccupied orbital energy: -1.2 eV
Kohn-Sham gap: 7.70 eV
molecular weight: 104.2 g/mol

d | DFT (ωB97M-V/def2-TZVPD) results for a single C3H4S2 molecule.

Last column: Mulliken charge in e.
Geometry (Å):
C1 0.697 1.312 0.169  -0.45
H1 1.200 2.190 0.429  0.42
C2 0.019 -1.186 0.288  -0.52
S1 1.481 -0.283 -0.163  -0.13
H2 -1.192 2.042 -0.284  0.36
S2 -1.492 -0.261 -0.105  -0.09
H3 -0.009 -1.348 1.381  0.32
C3 -0.694 1.202 0.053  -0.25
H4 0.037 -2.134 -0.308  0.33

## Properties
SMILES string: C1=CSCS1
lowest unoccupied orbital energy: 0.7 eV
Kohn-Sham gap: 8.39 eV
molecular weight: 104.2 g/mol

Relative stability in kcal/mol, measured from the most stable structure: a 44.6; b 33.3; c 15.3; d 0.0